(1)
Formula: H10IO5
Source: OMol25
Level of theory: wB97M-V/def2-TZVPD

Values from the calculation:
* total charge: -1
* orbital gap: 6.6 eV
* E_HOMO: -3.9 eV

```
16
H10IO5 wB97M-V/def2-TZVPD
I 0.26312 0.12485 0.24887
O -3.76839 0.38183 -4.40303
H -3.38491 1.12022 -4.87627
H -3.27679 0.34118 -3.58272
O 0.75759 0.84306 -5.57316
H 1.02951 0.72219 -4.66339
H 0.09833 1.53608 -5.53655
O -3.03969 0.09082 5.53409
H -2.57171 0.55164 4.83777
H -3.71327 -0.41335 5.07764
O 0.41948 -2.55066 5.73960
H -0.51207 -2.42601 5.92104
H 0.57146 -2.07180 4.92484
O 6.02683 0.36342 -1.15911
H 5.14459 0.21819 -0.81734
H 5.95593 1.16832 -1.67225
```

Mulliken population analysis, charges in e, atoms 1 to 4:
1 I -0.991
2 O -0.646
3 H 0.302
4 H 0.343

=====

(2)
Formula: H10IO5
Source: OMol25
Level of theory: wB97M-V/def2-TZVPD

Values from the calculation:
* total charge: -1
* orbital gap: 8.4 eV
* E_HOMO: -5.2 eV

```
16
H10IO5 wB97M-V/def2-TZVPD
I 8.34325 -0.11065 18.12551
O 5.91000 2.38392 16.85067
H 6.60797 1.88426 17.27424
H 6.20022 3.29449 16.90426
O 10.64910 -1.10398 20.72444
H 10.01375 -0.93360 20.02907
H 10.30125 -1.86724 21.18559
O 6.80189 -2.52659 20.19826
H 7.23875 -3.28016 19.80139
H 7.16017 -1.76978 19.73445
O 7.74578 2.72264 20.65394
H 7.10714 2.18372 21.12078
H 8.12027 2.13591 19.99687
O 10.55307 -2.97160 17.83584
H 10.37253 -3.31176 18.71216
H 10.08815 -2.13556 17.80245
```

Mulliken population analysis, charges in e, atoms 1 to 4:
1 I -0.550
2 O -0.642
3 H 0.229
4 H 0.286

=====

(3)
Formula: H10LiO5
Source: OMol25
Level of theory: wB97M-V/def2-TZVPD

Values from the calculation:
* total charge: +1
* orbital gap: 4.1 eV
* E_HOMO: -12.5 eV

```
16
H10LiO5 wB97M-V/def2-TZVPD
Li 1.76173 1.20439 -0.40840
O 0.31268 0.26412 -0.46659
H 0.91220 -1.10557 -1.79104
H -0.38535 -1.33039 -0.74019
O 2.14651 2.98927 -0.40576
H -2.72124 0.93429 -2.37229
H -2.40058 0.14414 2.10605
O 1.07414 -2.90790 0.46197
H -0.32388 4.23393 -1.27221
H 0.42534 2.63953 0.93076
O -1.46031 1.72171 0.08409
H 2.86755 -0.60776 1.18249
H -2.00083 -0.90789 -0.49109
O 0.08250 -3.31217 -0.18035
H 0.75022 -2.75031 2.08704
H -1.04070 -1.20939 1.27552
```

Mulliken population analysis, charges in e, atoms 1 to 4:
1 Li 0.631
2 O -0.294
3 H 0.322
4 H -0.149

=====

(4)
Formula: H10NO3
Source: OMol25
Level of theory: wB97M-V/def2-TZVPD

Values from the calculation:
* orbital gap (spin up / spin down): 3.6 / 11.4 eV
* E_HOMO (spin up / spin down): -2.9 / -11.0 eV
* spin multiplicity: 2

```
14
H10NO3 wB97M-V/def2-TZVPD
N 0.55782 0.23653 0.06945
H -0.29720 -0.15281 0.36686
H 0.97789 -0.24992 -0.69962
H 1.20264 0.14996 0.87064
H 0.37214 1.22076 -0.19253
H -0.81611 1.68014 -3.15920
H -1.50620 2.89489 -2.01238
O -0.97708 2.06813 -2.18312
H 3.23393 -1.73274 0.76252
H 2.20575 -3.02048 1.45878
O 2.23015 -2.12793 0.96798
H -2.17677 -1.09685 1.33294
H -2.89754 0.31847 1.36363
O -2.10941 -0.18815 1.05406
```

Mulliken population analysis, charges in e, atoms 1 to 4:
1 N -2.403
2 H 0.385
3 H 0.903
4 H 0.868

=====

(5)
Formula: H10NO3
Source: OMol25
Level of theory: wB97M-V/def2-TZVPD

Values from the calculation:
* total charge: +1
* orbital gap: 12.8 eV
* E_HOMO: -16.0 eV

```
14
H10NO3 wB97M-V/def2-TZVPD
N -0.48995 -0.11119 0.22176
H 0.01357 0.27176 1.11635
H -1.36049 -0.54990 0.60274
H -0.79744 0.65481 -0.41103
H 0.10041 -0.79696 -0.24944
H 0.34308 0.50540 3.53237
H 1.67141 -0.07068 3.05795
O 0.74931 -0.05142 2.85819
H 0.85810 -1.45261 -2.16632
H 1.38699 -2.79039 -1.52767
O 1.24645 -1.80085 -1.35459
H -0.49931 2.08577 -2.09183
H -1.95658 2.32215 -1.98827
O -1.26553 1.78412 -1.60022
```

Mulliken population analysis, charges in e, atoms 1 to 4:
1 N -0.370
2 H 0.440
3 H 0.415
4 H 0.320

=====

(6)
Formula: H10NO3
Source: OMol25
Level of theory: wB97M-V/def2-TZVPD

Values from the calculation:
* total charge: +1
* orbital gap: 11.8 eV
* E_HOMO: -15.0 eV

```
14
H10NO3 wB97M-V/def2-TZVPD
N -0.44749 -0.68911 1.04847
H -0.37933 0.32351 0.73434
H -0.77482 -0.74533 2.00849
H -1.14451 -1.04232 0.39554
H 0.50729 -1.09509 0.95991
H -0.85324 2.72086 0.50281
H 0.11793 2.05344 -0.50745
O -0.56199 1.87015 0.15263
H 2.86118 -0.66276 1.26582
H 2.68764 -2.10555 0.74994
O 2.26503 -1.23995 0.77644
H -0.90932 -0.20436 -3.11901
H -2.16234 0.34488 -2.47267
O -1.20603 0.47165 -2.49527
```

Mulliken population analysis, charges in e, atoms 1 to 4:
1 N -0.399
2 H 0.317
3 H 0.403
4 H 0.387

=====

(7)
Formula: H10NaO5
Source: OMol25
Level of theory: wB97M-V/def2-TZVPD

Values from the calculation:
* total charge: +1
* orbital gap: 12.1 eV
* E_HOMO: -15.4 eV

```
16
H10NaO5 wB97M-V/def2-TZVPD
Na -0.20049 -0.36781 -0.07620
O 1.24775 1.71054 -0.49163
H 0.76231 2.53906 -0.38863
H 1.82357 1.66839 0.28218
O -1.98736 0.85749 1.26833
H -2.11245 1.79350 1.06432
H -1.70662 0.83900 2.19397
O -1.93976 0.22377 -1.70493
H -1.77527 -0.06453 -2.61263
H -2.82581 0.60502 -1.72504
O 1.69353 -0.26947 1.63125
H 1.62705 -0.83108 2.41573
H 2.58229 -0.44032 1.28793
O 0.82741 -2.39951 -0.91975
H 0.85152 -3.22596 -0.42009
H 1.13233 -2.63809 -1.80481
```

Mulliken population analysis, charges in e, atoms 1 to 4:
1 Na 0.832
2 O -0.629
3 H 0.323
4 H 0.329

=====

(8)
Formula: H10NiO17S3
Source: OMol25
Level of theory: wB97M-V/def2-TZVPD

Values from the calculation:
* total charge: -4
* orbital gap (spin up / spin down): 2.8 / 2.1 eV
* E_HOMO (spin up / spin down): 4.4 / 4.2 eV
* spin multiplicity: 3

```
31
H10NiO17S3 wB97M-V/def2-TZVPD
Ni -0.89579 0.29488 0.18064
S 2.96504 -1.60628 3.20034
O 2.39419 -2.89622 3.55244
O 2.03590 -0.75480 2.42855
O 3.19519 -0.90883 4.50867
O 4.22192 -1.66736 2.42271
S -3.45551 1.62068 -3.95101
O -3.21798 1.44263 -2.53589
O -2.27317 2.02435 -4.65470
O -4.03288 0.36662 -4.48369
O -4.37609 2.73104 -4.17739
S 1.81416 -1.61894 -3.24177
O 1.41486 -2.65951 -4.14069
O 1.89593 -0.29202 -3.86931
O 0.74172 -1.66462 -2.25319
O 3.13083 -1.93382 -2.68930
O -0.12906 -5.00136 0.64635
H 0.46626 -4.65699 1.31212
H -0.24701 -4.27685 0.03202
O 1.07082 2.66838 -1.20590
H 1.41572 3.54310 -1.38523
H 1.21018 2.18398 -2.01964
O -3.28866 -2.11521 1.75391
H -4.16879 -2.04217 1.38476
H -3.29848 -2.94210 2.23597
O 2.58071 4.36861 2.38026
H 2.20173 4.34801 3.25900
H 2.37075 3.51202 2.00823
O -1.82430 2.41407 2.79809
H -1.79274 3.36997 2.83654
H -2.12543 2.14874 3.66709
```

Mulliken population analysis, charges in e, atoms 1 to 4:
1 Ni 0.640
2 S 0.995
3 O -0.744
4 O -0.658

=====

(9)
Formula: H10O4S
Source: OMol25
Level of theory: wB97M-V/def2-TZVPD

Values from the calculation:
* orbital gap: 10.3 eV
* E_HOMO: -9.8 eV

```
15
H10O4S wB97M-V/def2-TZVPD
O 1.22931 2.20599 1.76503
H 1.96039 2.78184 1.98555
H 1.60474 1.32224 1.78633
O -1.93082 -0.23355 -0.12044
H -2.05893 0.27963 0.65742
H -1.07996 -0.03220 -0.50187
O -1.24428 -1.94475 2.84907
H -1.82286 -1.61411 2.14007
H -1.69002 -1.46672 3.57035
O 0.74177 -1.11256 1.01873
H 1.44497 -1.65432 0.59891
H 0.19566 -1.56447 1.66375
S 0.66475 0.52401 -3.09806
H -0.45175 1.14401 -2.93543
H 1.24970 1.29967 -2.14929
```

Mulliken population analysis, charges in e, atoms 1 to 4:
1 O -0.630
2 H 0.306
3 H 0.317
4 O -0.612

=====

(10)
Formula: H10O4S2
Source: OMol25
Level of theory: wB97M-V/def2-TZVPD

Values from the calculation:
* orbital gap: 3.9 eV
* E_HOMO: -10.0 eV

```
16
H10O4S2 wB97M-V/def2-TZVPD
S -1.81321 0.99324 -0.83987
S 2.35080 0.23111 -0.37515
H -2.22132 2.27550 -0.91714
H 3.00975 1.28672 -0.85844
H 0.68572 0.90479 0.91231
H -0.68782 0.86737 1.42124
O 0.20029 1.07718 1.72784
H -0.38079 -0.18517 -2.55236
H 0.93036 -0.56127 -1.92698
O 0.33015 -0.83274 -2.64589
H 1.77381 0.00918 2.66200
H 2.68799 -0.78029 1.98166
O 2.30182 -0.77750 2.86918
H -2.36134 -1.09663 -0.50627
H -3.68069 -1.87032 -0.12027
O -3.12554 -1.54117 -0.83184
```

Mulliken population analysis, charges in e, atoms 1 to 4:
1 S -0.259
2 S -0.400
3 H 0.166
4 H 0.199

=====

(11)
Formula: H10O4S2
Source: OMol25
Level of theory: wB97M-V/def2-TZVPD

Values from the calculation:
* total charge: +1
* orbital gap (spin up / spin down): 5.6 / 3.1 eV
* E_HOMO (spin up / spin down): -12.4 / -12.4 eV
* spin multiplicity: 2

```
16
H10O4S2 wB97M-V/def2-TZVPD
S -3.46425 -1.25311 5.45981
S -1.62709 -2.35250 4.98276
H -2.87369 0.01017 5.05792
H -2.14951 -3.55667 4.96003
H -0.46671 0.12731 -2.01088
H -0.56957 -0.86437 -3.12053
O -0.04034 -0.60065 -2.43119
H 2.43450 -0.66832 -0.76297
H 0.88733 -0.91132 -0.99788
O 1.53653 -0.68716 -0.27076
H 0.07027 2.12818 -0.21740
H 1.03047 0.64266 -0.50898
O 0.43794 1.44876 -0.70529
H 1.63225 2.83030 -3.40575
H 1.17215 1.71623 -2.86012
O 1.98972 1.99050 -3.16876
```

Mulliken population analysis, charges in e, atoms 1 to 4:
1 S 0.162
2 S 0.199
3 H 0.335
4 H 0.305

=====

(12)
Formula: H10O5
Source: OMol25
Level of theory: wB97M-V/def2-TZVPD

Values from the calculation:
* orbital gap: 11.5 eV
* E_HOMO: -10.9 eV

```
15
H10O5 wB97M-V/def2-TZVPD
O -2.30504 -10.19112 -2.15752
H -1.49222 -10.64507 -2.18033
H -2.97894 -10.87499 -2.26285
O 3.79671 -7.84068 -1.12504
H 4.42483 -8.56671 -0.85939
H 2.86335 -8.16322 -1.32106
O 2.01241 -6.40708 0.43049
H 2.87438 -6.84094 0.27883
H 2.13517 -5.49062 0.17119
O 0.92746 -8.34920 -1.15482
H 1.07091 -7.58720 -0.55660
H -0.01195 -8.30225 -1.24177
O 0.29548 -10.98669 -2.84344
H 0.96535 -10.33027 -2.58788
H 0.58660 -11.88381 -2.71098
```

Mulliken population analysis, charges in e, atoms 1 to 4:
1 O -0.612
2 H 0.351
3 H 0.303
4 O -0.708

=====

(13)
Formula: H10O5
Source: OMol25
Level of theory: wB97M-V/def2-TZVPD

Values from the calculation:
* orbital gap: 11.1 eV
* E_HOMO: -10.9 eV

```
15
H10O5 wB97M-V/def2-TZVPD
O -2.66457 -1.24544 -1.19132
H -1.91299 -1.05133 -0.59583
H -2.73970 -0.47599 -1.76284
O -0.17996 -0.38651 -0.05663
H 0.54264 -0.17702 0.58509
H -0.27490 0.42049 -0.57075
O 0.61576 2.61372 -1.47930
H -0.10608 2.31577 -2.04476
H 1.02771 3.33541 -1.96742
O 0.25178 -2.91675 1.25779
H 0.13739 -2.09082 0.75828
H -0.59307 -3.05526 1.69806
O 1.62015 0.84673 1.61551
H 2.30323 1.47992 1.36494
H 1.97261 0.38708 2.38916
```

Mulliken population analysis, charges in e, atoms 1 to 4:
1 O -0.648
2 H 0.424
3 H 0.274
4 O -0.744

=====

(14)
Formula: H10O5
Source: OMol25
Level of theory: wB97M-V/def2-TZVPD

Values from the calculation:
* orbital gap: 10.4 eV
* E_HOMO: -10.6 eV

```
15
H10O5 wB97M-V/def2-TZVPD
O -1.84127 1.36487 1.41833
H -1.18627 2.08487 1.68233
H -1.55027 0.52987 2.02833
O 1.28273 1.98787 -1.83067
H 0.80673 1.27287 -1.18067
H 0.82173 1.87287 -2.67867
O -0.23827 -0.00013 -0.39067
H -0.49227 -0.90413 -0.06267
H -0.86827 0.47387 0.09233
O 2.32573 -0.07213 0.54133
H 2.43773 -0.62413 -0.26467
H 1.44273 0.36687 0.49633
O -1.24727 -2.64913 -0.19367
H -0.39227 -3.05213 -0.40867
H -1.30127 -2.65213 0.75133
```

Mulliken population analysis, charges in e, atoms 1 to 4:
1 O -0.760
2 H 0.364
3 H 0.357
4 O -0.671

=====

(15)
Formula: H10O5
Source: OMol25
Level of theory: wB97M-V/def2-TZVPD

Values from the calculation:
* orbital gap: 11.8 eV
* E_HOMO: -11.3 eV

```
15
H10O5 wB97M-V/def2-TZVPD
O -1.52964 -0.00754 -1.17831
H -1.77665 -0.19881 -0.28639
H -2.13746 0.63491 -1.54018
O -1.19785 -0.78564 1.22706
H -0.38375 -1.19913 0.89182
H -0.98848 -0.48536 2.09138
O 0.90820 -1.81579 -0.19071
H 0.54510 -1.77855 -1.08338
H 1.51459 -1.04067 -0.11082
O 2.24920 0.44973 0.04675
H 1.42933 0.99682 0.20150
H 2.58801 0.70842 -0.81149
O -0.13232 1.77272 0.40946
H -0.71837 1.11420 0.82778
H -0.36991 1.63468 -0.49445
```

Mulliken population analysis, charges in e, atoms 1 to 4:
1 O -0.665
2 H 0.402
3 H 0.289
4 O -0.778

=====

ΔE to the lowest compared entry with this formula, charge and spin readings, ordered: 1.270 0.134 54.580 1.169 0.389 0.461 0.169 3.715 0.733 6.139 0.901 0.806 1.022 1.785 0.484 eV